[1]
{
  "formula": "C6H9N",
  "method": "the ωB97M-V functional and the def2-TZVPD basis",
  "lumo_energy_ev": 0.414,
  "smiles": "[H]/N=C(C)/C=C\\C=C",
  "e_above_lowest_kcal_mol": 77.9,
  "e_homo_ev": -8.135,
  "charge": 0,
  "energy_ha": -288.6579,
  "orbital_gap_ev": 8.55,
  "elements": ["C", "C", "C", "C", "C", "C", "N", "H", "H", "H", "H", "H", "H", "H", "H", "H"],
  "positions_angstrom": [[0.865354, -1.229166, 2.081578], [0.467927, -0.603210, 0.756304], [-0.907559, -0.084267, 0.651707], [-1.391091, 0.764593, -0.285250], [-0.725576, 1.467828, -1.369288], [0.040648, 0.969600, -2.354866], [1.266684, -0.523798, -0.241236], [1.330087, -0.478300, 2.731066], [0.005908, -1.643854, 2.617491], [1.591769, -2.033491, 1.922325], [-1.591878, -0.402534, 1.440240], [-2.439287, 1.039807, -0.180903], [0.108234, -0.075260, -2.584627], [-1.262644, 2.043552, -2.138959], [0.460405, 1.693778, -3.055284], [2.181019, -0.905277, 0.009703]],
  "forces_ev_per_angstrom": [[0.0, 0.0, 0.0], [0.1, 0.1, -0.2], [-0.1, 0.1, -0.2], [-0.1, 0.0, 0.0], [-0.7, -0.9, -1.2], [0.7, -0.6, 0.0], [0.0, -0.2, 0.3], [-0.1, -0.1, -0.1], [0.1, 0.1, -0.1], [-0.1, 0.2, 0.0], [0.1, 0.1, -0.2], [0.1, 0.0, 0.1], [1.1, -0.4, 0.4], [-0.6, 2.0, 1.6], [-0.4, -0.4, -0.3], [-0.1, 0.0, 0.0]],
  "mulliken_charge": [-1.28, 0.94, -0.54, -0.09, -0.40, -0.51, -0.58, 0.27, 0.33, 0.38, 0.22, 0.31, 0.25, 0.20, 0.29, 0.21]
}


[2]
{
  "formula": "C6H9N",
  "method": "the ωB97M-V functional and the def2-TZVPD basis",
  "lumo_energy_ev": 0.910,
  "smiles": "[H]/N=C(\\C)C=C=CC",
  "e_above_lowest_kcal_mol": 47.6,
  "e_homo_ev": -9.144,
  "charge": 0,
  "energy_ha": -288.7062,
  "orbital_gap_ev": 10.05,
  "elements": ["C", "C", "C", "C", "C", "C", "N", "H", "H", "H", "H", "H", "H", "H", "H", "H"],
  "positions_angstrom": [[-2.999427, 0.306455, -0.122671], [-1.844303, 1.022553, 0.527277], [-0.609520, 0.966373, 0.116676], [0.645008, 0.791687, -0.227129], [1.334302, -0.491271, 0.079989], [2.802411, -0.555255, -0.270464], [0.646324, -1.469006, 0.524326], [-3.336884, -0.493425, 0.548122], [-3.850149, 0.972145, -0.299011], [-2.701633, -0.156788, -1.066482], [-2.037584, 1.563767, 1.452219], [1.183803, 1.552328, -0.790548], [2.913633, -0.642068, -1.358443], [3.336645, 0.347583, 0.043205], [3.275180, -1.426374, 0.192896], [1.242187, -2.288704, 0.650041]],
  "forces_ev_per_angstrom": [[0.0, 0.0, -0.1], [0.2, 0.0, 0.0], [-0.1, 0.0, 0.1], [-0.2, 0.0, 0.0], [-0.1, -0.1, 0.0], [0.1, -0.1, 0.0], [0.4, 0.1, -0.1], [0.0, 0.1, -0.1], [0.1, -0.1, 0.0], [0.0, 0.1, 0.1], [0.0, -0.1, 0.0], [-0.1, -0.2, 0.0], [0.0, 0.1, 0.1], [-0.1, -0.1, 0.0], [-0.1, 0.1, -0.1], [0.0, 0.1, 0.1]],
  "mulliken_charge": [-1.00, -0.16, 0.06, -0.64, 0.95, -1.26, -0.67, 0.26, 0.33, 0.32, 0.30, 0.31, 0.28, 0.32, 0.38, 0.22]
}


[3]
{
  "formula": "C6H9N",
  "method": "the ωB97M-V functional and the def2-TZVPD basis",
  "lumo_energy_ev": 1.179,
  "smiles": "C=N[C@]1(C)[C@@H]2C[C@@H]21",
  "e_above_lowest_kcal_mol": 92.1,
  "e_homo_ev": -9.207,
  "charge": 0,
  "energy_ha": -288.6353,
  "orbital_gap_ev": 10.39,
  "elements": ["C", "C", "C", "C", "C", "C", "N", "H", "H", "H", "H", "H", "H", "H", "H", "H"],
  "positions_angstrom": [[-1.832137, -1.354346, -0.152568], [1.414365, -1.370378, 0.305858], [0.911869, -0.287778, -0.666223], [1.035949, 0.046947, 0.818229], [-0.246552, 0.308954, 0.188982], [-0.542487, 1.881461, 0.228950], [-1.488113, -0.381246, 0.568678], [-2.840254, -1.959876, 0.138356], [-1.253670, -1.835460, -0.912569], [0.676349, -2.215308, 0.574386], [2.501831, -1.565680, 0.291472], [1.660866, 0.235920, -1.221968], [1.835756, 0.749101, 1.291958], [-0.937783, 2.003747, 1.233046], [-1.324342, 2.210721, -0.542616], [0.346490, 2.423096, 0.023151]],
  "forces_ev_per_angstrom": [[-2.8, -1.8, 1.9], [-2.0, 0.9, 0.6], [0.0, -0.1, 1.4], [2.6, -1.2, 1.3], [-0.1, 2.0, 0.0], [-1.6, -2.1, -1.6], [0.8, 0.0, -0.9], [2.3, 1.6, -0.7], [0.5, 0.2, -0.8], [1.6, 1.2, -0.5], [-0.9, -0.1, 0.0], [-0.4, 0.3, -1.0], [-1.9, -1.2, -1.0], [0.1, 0.5, 0.0], [1.0, -0.7, 1.2], [0.8, 0.5, 0.1]],
  "mulliken_charge": [-0.41, -0.42, -0.49, -0.59, 1.13, -1.27, -0.46, 0.21, 0.35, 0.18, 0.28, 0.28, 0.23, 0.34, 0.31, 0.34]
}


[4]
{
  "formula": "C6H9N",
  "method": "the ωB97M-V functional and the def2-TZVPD basis",
  "lumo_energy_ev": 1.181,
  "e_above_lowest_kcal_mol": 80.5,
  "e_homo_ev": -8.027,
  "charge": 0,
  "energy_ha": -288.6538,
  "orbital_gap_ev": 9.21,
  "elements": ["C", "N", "C", "C", "C", "C", "C", "H", "H", "H", "H", "H", "H", "H", "H", "H"],
  "positions_angstrom": [[2.048283, 0.346224, -0.067896], [0.868249, -0.488206, -0.244770], [-0.053139, -0.974100, 0.772542], [-1.319788, -0.085275, 0.836475], [-1.055107, 1.043045, -0.141859], [-0.311339, -0.044381, -0.993550], [-1.143413, -1.128738, -0.232314], [2.206222, 0.714932, 0.957503], [2.001282, 1.213928, -0.743788], [2.934465, -0.241395, -0.355403], [0.239933, -1.631406, 1.585191], [-2.021355, -0.118932, 1.666156], [-0.486684, 1.910816, 0.221286], [-1.973232, 1.380128, -0.639622], [-0.180798, 0.070230, -2.071204], [-1.688533, -2.004959, -0.557905]],
  "forces_ev_per_angstrom": [[0.1, 0.1, 0.1], [0.1, -0.1, -0.1], [0.2, -0.2, 0.2], [-0.1, 0.1, 0.2], [0.1, 0.1, 0.0], [0.0, 0.2, -0.4], [-0.1, -0.2, -0.1], [-0.2, -0.1, -0.2], [0.0, -0.2, 0.2], [-0.2, 0.2, 0.2], [-0.1, 0.0, -0.2], [0.3, 0.1, -0.1], [0.0, -0.2, -0.2], [0.2, -0.1, 0.1], [-0.1, 0.0, 0.2], [0.0, 0.2, 0.1]],
  "mulliken_charge": [-0.85, -0.08, -0.61, -0.26, -0.51, -0.45, -0.40, 0.27, 0.31, 0.31, 0.40, 0.39, 0.28, 0.31, 0.46, 0.43]
}


[5]
{
  "formula": "C6H9N",
  "method": "the ωB97M-V functional and the def2-TZVPD basis",
  "lumo_energy_ev": [-0.544, -0.543],
  "e_above_lowest_kcal_mol": 103.7,
  "e_homo_ev": [-7.859, -7.859],
  "charge": 0,
  "energy_ha": -288.6168,
  "orbital_gap_ev": [7.32, 7.32],
  "elements": ["C", "C", "C", "C", "C", "C", "N", "H", "H", "H", "H", "H", "H", "H", "H", "H"],
  "positions_angstrom": [[2.426341, -0.440190, 0.049378], [1.061967, -0.124262, -0.096359], [-0.095859, -0.890529, -0.380426], [-1.186261, -0.103995, -0.021611], [-2.642205, -0.451137, -0.129657], [-0.643752, 1.155674, 0.352647], [0.683338, 1.125986, 0.288813], [2.928189, -0.372110, 1.011278], [2.880314, -1.171620, -0.623359], [2.859745, 1.148906, -0.038544], [-0.114808, -1.935185, -0.670113], [-3.195240, 0.304459, -0.699397], [-3.116678, -0.528495, 0.855764], [-2.775671, -1.410642, -0.639428], [-1.182806, 2.085486, 0.501651], [2.113379, 1.607654, 0.239363]],
  "forces_ev_per_angstrom": [[0.0, 0.1, 0.1], [0.1, 0.1, 0.0], [0.0, 0.0, 0.1], [0.0, 0.1, 0.0], [-0.1, 0.0, 0.0], [-0.1, 0.0, 0.0], [0.1, 0.0, -0.1], [-0.1, 0.0, -0.1], [-0.1, 0.1, 0.1], [0.1, -0.1, 0.0], [0.0, 0.2, 0.0], [0.1, -0.1, 0.1], [0.1, 0.0, -0.1], [0.0, 0.1, 0.1], [0.1, -0.1, 0.0], [-0.2, -0.2, 0.0]],
  "mulliken_charge": [-0.83, 0.51, -0.75, 0.87, -1.14, -0.76, -0.39, 0.30, 0.28, 0.07, 0.34, 0.29, 0.27, 0.31, 0.41, 0.23]
}


[6]
{
  "formula": "C6H9N",
  "method": "the ωB97M-V functional and the def2-TZVPD basis",
  "lumo_energy_ev": 0.864,
  "smiles": "CC1(C#N)CCC1",
  "e_above_lowest_kcal_mol": 87.0,
  "e_homo_ev": -9.442,
  "charge": 0,
  "energy_ha": -288.6434,
  "orbital_gap_ev": 10.31,
  "elements": ["C", "C", "C", "C", "C", "C", "N", "H", "H", "H", "H", "H", "H", "H", "H", "H"],
  "positions_angstrom": [[1.398840, 1.220823, 0.138505], [0.455366, 0.065443, 0.050103], [-0.444452, -0.242713, 1.245913], [-1.503622, -0.747419, -0.221788], [-0.633945, 0.174393, -1.022174], [1.110325, -1.225275, -0.193359], [1.795341, -2.133980, -0.367198], [1.906474, 1.331621, -0.818051], [2.099730, 1.059944, 0.951526], [0.811137, 2.125746, 0.322361], [-0.518863, 0.613531, 2.012221], [-0.430493, -1.185265, 1.742048], [-1.792388, -1.631387, -0.864533], [-2.353691, -0.308350, 0.173550], [-0.387017, -0.218063, -1.997587], [-1.178010, 1.102677, -1.169676]],
  "forces_ev_per_angstrom": [[0.2, 0.2, 0.1], [0.3, -0.1, -0.5], [-1.4, -0.8, -1.3], [-0.5, 0.7, 1.0], [-0.3, 0.0, 0.1], [1.6, 0.1, -0.4], [-0.5, 0.0, 0.0], [0.3, 0.1, 0.1], [0.3, 0.2, 0.0], [0.1, -0.1, 0.1], [-1.1, -1.0, -1.6], [1.3, -0.4, 0.6], [0.8, -0.2, 2.1], [-2.2, 0.8, -0.2], [0.4, 0.0, -0.2], [0.6, 0.6, 0.3]],
  "mulliken_charge": [-1.72, 1.60, -1.03, -0.75, -0.73, 0.08, -0.54, 0.36, 0.39, 0.43, 0.29, 0.33, 0.24, 0.45, 0.34, 0.27]
}


[7]
{
  "formula": "C6H9N",
  "method": "the ωB97M-V functional and the def2-TZVPD basis",
  "lumo_energy_ev": 1.145,
  "smiles": "CC#CCN1CC1",
  "e_above_lowest_kcal_mol": 77.0,
  "e_homo_ev": -9.235,
  "charge": 0,
  "energy_ha": -288.6593,
  "orbital_gap_ev": 10.38,
  "elements": ["C", "C", "C", "C", "N", "C", "C", "H", "H", "H", "H", "H", "H", "H", "H", "H"],
  "positions_angstrom": [[3.421063, 0.131188, 0.371009], [2.112268, -0.005351, -0.257367], [0.988499, -0.217915, -0.631815], [-0.422241, -0.592825, -0.751901], [-1.148976, -0.055652, 0.393757], [-2.563246, -0.356608, 0.451310], [-2.086100, 1.013660, 0.126034], [4.030149, 0.937030, -0.044059], [3.980570, -0.803972, 0.279663], [3.273724, 0.329432, 1.437319], [-0.867455, -0.301498, -1.720447], [-0.468168, -1.685810, -0.698197], [-2.933148, -0.596515, 1.446207], [-2.997044, -0.947600, -0.357674], [-2.199663, 1.342788, -0.909174], [-2.120228, 1.809648, 0.865330]],
  "forces_ev_per_angstrom": [[0.2, 0.0, 0.1], [-0.5, -0.1, -0.1], [0.5, 0.1, 0.2], [0.0, -0.2, -0.1], [0.1, -0.1, 0.0], [-0.2, -0.2, 0.0], [-0.1, 0.3, 0.0], [-0.1, -0.1, 0.0], [0.0, 0.1, 0.0], [0.1, 0.0, -0.1], [0.1, 0.0, 0.2], [-0.1, 0.1, 0.0], [0.0, 0.1, -0.2], [0.1, 0.2, 0.1], [0.0, -0.1, 0.2], [0.0, -0.1, -0.1]],
  "mulliken_charge": [-1.24, 0.56, -0.13, -0.55, -0.31, -0.30, -0.47, 0.31, 0.28, 0.28, 0.35, 0.28, 0.23, 0.25, 0.22, 0.23]
}


[8]
{
  "formula": "C6H9N",
  "method": "the ωB97M-V functional and the def2-TZVPD basis",
  "lumo_energy_ev": 1.094,
  "smiles": "CC#CC[C@H]1CN1",
  "e_above_lowest_kcal_mol": 89.1,
  "e_homo_ev": -9.153,
  "charge": 0,
  "energy_ha": -288.6401,
  "orbital_gap_ev": 10.25,
  "elements": ["C", "C", "C", "C", "C", "C", "N", "H", "H", "H", "H", "H", "H", "H", "H", "H"],
  "positions_angstrom": [[-2.365546, 0.065914, -2.428848], [-1.179672, 0.307042, -1.591958], [-0.206412, 0.508569, -0.906892], [0.971716, 0.787152, -0.056425], [0.745989, 0.285422, 1.367413], [1.145312, -1.239929, 1.660033], [1.838779, -0.102443, 2.180829], [-2.569120, -1.006154, -2.534971], [-2.232076, 0.480414, -3.435370], [-3.258420, 0.532030, -1.995308], [1.200337, 1.860043, -0.124570], [1.842979, 0.236668, -0.414610], [-0.064342, 0.897336, 1.868692], [1.878331, -1.959448, 1.183602], [0.300170, -1.794156, 2.079313], [1.951975, 0.141539, 3.149070]],
  "forces_ev_per_angstrom": [[0.0, 0.0, 0.0], [0.3, 0.1, 0.3], [-0.2, 0.0, -0.2], [0.1, -0.2, -0.1], [0.2, -0.3, -0.3], [-0.5, 0.2, -0.1], [0.9, 0.3, 0.0], [0.1, 0.2, 0.1], [0.0, -0.1, 0.2], [0.2, -0.1, 0.0], [0.0, -0.2, 0.2], [0.0, 0.1, -0.3], [0.3, -1.6, -0.4], [-1.3, 1.2, -0.6], [0.4, 0.4, 0.9], [-0.6, 0.0, 0.2]],
  "mulliken_charge": [-1.26, 0.83, -0.18, -0.91, 0.04, -0.56, -0.50, 0.29, 0.29, 0.29, 0.30, 0.30, 0.34, 0.26, 0.25, 0.22]
}